Entry 1:
ORCA calculation (the ωB97M-V functional and the def2-TZVPD basis) on a molecular structure, C3H4LiO3Pm at a distorted geometry.

Properties
Energy relative to the best compared isomer or geometry (same formula, charge and spin)   0.0000 eV
Frontier orbital gap (alpha / beta)   0.2762 / 0.2840 hartree
2S+1   5
Total charge   +2

```
12
Properties=species:S:1:pos:R:3:forces:R:3
O 0.472998 2.240539 -0.024940 -0.4 -1.3 1.7
C 0.617716 2.168044 -1.461416 0.2 0.4 -1.6
C 0.452224 0.718403 -1.938760 -0.2 -0.2 0.8
O -1.980547 -4.119256 0.307646 0.6 0.9 1.1
C -1.421612 -3.207647 0.729572 -1.3 -2.1 -1.9
O -0.843526 -2.224642 0.992583 0.7 1.4 0.6
Li 0.557990 3.699693 0.948023 0.1 0.7 0.0
Pm 0.144981 0.090338 0.366688 0.4 0.9 -1.8
H 1.611868 2.569769 -1.729286 -0.4 -0.2 0.2
H -0.137965 2.834097 -1.916806 0.3 -0.3 0.3
H 1.350865 0.330954 -2.442178 -0.3 0.0 0.2
H -0.403352 0.602425 -2.620882 0.2 -0.1 0.3
```
Forces are in eV/Å.

Löwdin population analysis, charges in e, atoms 1 to 4: O -0.615; C -0.409; C -0.282; O 0.340

=====

Entry 2:
ORCA calculation (the ωB97M-V functional and the def2-TZVPD basis) on a molecular structure, C3H4LiO3Tl at a distorted geometry.

Properties
Energy relative to the best compared isomer or geometry (same formula, charge and spin)   0.0000 eV
Frontier orbital gap (alpha / beta)   0.2729 / 0.3455 hartree
2S+1   2
Total charge   +1

```
12
Properties=species:S:1:pos:R:3:forces:R:3
O -1.170053 0.207210 -0.307020 -0.3 1.0 -0.1
C -0.826018 -1.130247 -0.117982 0.2 -1.0 0.3
C 0.371430 -1.570811 -0.892324 -0.4 -0.1 -0.5
O 2.926637 -1.173157 0.484296 1.2 2.1 1.1
C 2.702927 -0.025110 0.483421 -2.0 -3.3 -1.9
O 2.107451 0.940796 0.189261 0.8 1.2 0.8
Tl -3.419247 0.902603 -0.386555 0.2 -0.2 0.0
Li 0.199816 1.359566 -0.359697 0.2 -0.3 0.1
H -1.660772 -1.816321 -0.400050 0.1 0.2 0.1
H -0.649373 -1.347223 0.956783 -0.1 0.0 -0.2
H 0.615135 -1.047501 -1.822835 0.0 -0.1 0.3
H 0.669810 -2.621027 -0.846219 0.0 0.4 0.2
```
Forces are in eV/Å.

Löwdin population analysis, charges in e, atoms 1 to 4: O -0.698; C -0.482; C 0.034; O 0.244

=====

Question: total charge of number 2 (C3H4LiO3Tl)?
Answer: +1